This record from OMol25 describes C7H10N4O3 in the gas phase. The level of theory is ωB97M-V/def2-TZVPD.

The value obtained for the gap between HOMO and LUMO is 8.12 eV. As for the structure (SMILES): CCNC(=O)NC(=O)/C(C#N)=N/OC. The energy above the lowest of the compared OMol25 structures with the same formula, charge and spin is 66.8 kcal/mol.

Each line ends with the natural charge from an NBO analysis.
Positions of all 24 atoms, in Å:
C1 2.078 -3.716 -0.237  -0.61
C2 2.485 -2.597 -1.112  -0.20
N1 1.975 -1.306 -0.696  -0.65
C3 1.100 -0.464 -1.344  0.80
O1 1.223 -0.195 -2.474  -0.60
N2 0.123 0.270 -0.637  -0.65
C4 -0.224 0.319 0.729  0.64
O2 0.269 -0.561 1.441  -0.58
C5 -1.213 1.300 1.192  -0.02
C6 -1.608 1.188 2.594  0.23
N3 -1.789 1.156 3.749  -0.23
N4 -1.647 2.237 0.304  0.00
O3 -2.368 3.216 0.940  -0.34
C7 -3.209 3.962 0.073  -0.27
H1 2.629 -3.492 0.673  0.21
H2 2.394 -4.643 -0.651  0.22
H3 0.967 -3.679 -0.145  0.21
H4 2.210 -2.796 -2.156  0.21
H5 3.571 -2.551 -1.136  0.19
H6 1.768 -1.167 0.338  0.41
H7 -0.304 1.036 -1.157  0.42
H8 -4.156 3.505 0.241  0.19
H9 -3.357 5.027 0.466  0.21
H10 -2.916 3.952 -0.997  0.21